42
Properties=species:S:1:pos:R:3:mulliken_spin:R:1 method="wB97M-V/def2-TZVPD" s2=8.757 e_tot_ev=-126257.3073 spin_multiplicity=6 homo_energy_ev="-11.8 / -12.0" e_above_lowest_kj_mol=32.5 homo_lumo_gap_ev="8.5388 / 8.5470" total_charge=+1 e_lumo_ev="-3.2 / -3.4"
Mn -0.34493 -0.78237 -0.64361 4.76
C -0.56346 4.82349 -1.51053 0.00
C -1.28175 3.54750 -1.13813 -0.01
C -2.64477 3.59241 -0.70726 0.01
C -3.28342 2.40331 -0.37010 -0.01
C -2.52491 1.20848 -0.49909 0.01
Br -3.44108 -0.39353 -0.16670 0.02
N -1.24103 1.13258 -0.89369 0.02
C -0.62503 2.34083 -1.19377 0.01
H -1.26681 5.67430 -1.61291 0.00
H 0.02603 4.70336 -2.45162 0.00
H 0.14057 5.12077 -0.72312 0.00
H -3.12927 4.56708 -0.67139 0.00
H -4.32790 2.32754 -0.05750 0.00
H 0.40958 2.27722 -1.47372 -0.01
N 1.63538 -0.22266 -1.46142 0.02
C 2.23745 -1.43417 -2.12927 -0.02
C 1.29834 -2.06850 -3.15610 0.02
C 0.14969 -2.98127 -2.60999 0.01
O -0.08504 -4.10821 -2.96498 0.01
O -0.62705 -2.43607 -1.62428 0.07
H 1.64359 0.51679 -2.16611 0.00
H 2.30514 0.03357 -0.72370 0.01
H 2.51620 -2.11956 -1.29806 0.01
H 3.19837 -1.14793 -2.61645 0.00
H 1.88321 -2.66214 -3.84783 0.00
H 0.86002 -1.22381 -3.74895 0.00
C 0.78992 -3.84576 3.67282 0.00
C 0.51392 -2.54249 2.99310 0.02
C 0.72445 -1.22694 3.45499 0.02
C 0.37854 -0.37718 2.39648 0.00
N -0.00998 -1.11992 1.33670 0.00
N 0.07267 -2.42962 1.71633 0.01
C 0.26432 1.08457 2.45047 0.00
H 0.78975 -3.66736 4.74233 0.00
H 1.78099 -4.29970 3.37738 0.00
H 0.00696 -4.60566 3.44584 0.00
H 1.14814 -0.88099 4.40579 0.00
H -0.14876 -3.17750 1.05639 -0.01
H 0.46202 1.40340 3.49477 0.00
H -0.71978 1.43254 2.13127 0.00
H 1.02971 1.56357 1.78561 0.00

---

39
Properties=species:S:1:pos:R:3:lowdin_charge:R:1 method="wB97M-V/def2-TZVPD" smiles="CCOC(=O)N1CCC(c2nc3ccccc3[nH]2)CC1" e_tot_ev=-24430.2124 homo_energy_ev=-8.5 e_above_lowest_kj_mol=0.0 homo_lumo_gap_ev=9.1375 e_lumo_ev=0.6
C -5.81385 -1.20868 0.84759 -0.06
C -4.70066 -1.85993 0.03826 -0.22
O -3.45276 -1.19918 0.22772 -0.01
C -3.27088 -0.07035 -0.50233 -0.54
O -4.06635 0.34833 -1.31302 0.09
N -2.10115 0.53213 -0.20883 -0.03
C -1.13664 -0.01657 0.72372 -0.13
C -0.24908 1.10822 1.23769 -0.12
C 0.60129 1.68455 0.08515 -0.24
C 1.85738 0.89046 -0.04603 -0.31
N 1.96042 -0.25211 -0.65712 0.18
C 3.26324 -0.65370 -0.49693 -0.22
C 3.91887 -1.79327 -0.94732 -0.02
C 5.25427 -1.92938 -0.63016 -0.10
C 5.93512 -0.96555 0.11571 -0.10
C 5.30350 0.17397 0.57356 -0.03
C 3.96325 0.31624 0.25826 -0.20
N 3.03387 1.28909 0.53280 0.17
C -0.19465 1.63853 -1.23156 -0.12
C -1.69280 1.69610 -0.97049 -0.13
H -5.97657 -0.19364 0.49400 0.07
H -6.73265 -1.77574 0.72785 0.08
H -5.54739 -1.17963 1.90174 0.08
H -4.52521 -2.88760 0.36419 0.12
H -4.95439 -1.84423 -1.02668 0.12
H -1.67841 -0.49018 1.54478 0.13
H -0.51283 -0.77483 0.23431 0.13
H 0.40011 0.72689 2.02749 0.12
H -0.87429 1.89371 1.66475 0.12
H 0.86872 2.71816 0.33164 0.14
H 3.39226 -2.53682 -1.52339 0.11
H 5.79332 -2.80307 -0.96553 0.10
H 6.98090 -1.11595 0.33901 0.10
H 5.83062 0.91937 1.15069 0.11
H 3.19088 2.13707 1.05096 0.16
H 0.04275 0.70588 -1.74371 0.11
H 0.09824 2.46617 -1.87760 0.12
H -1.95191 2.61309 -0.42507 0.13
H -2.25655 1.69243 -1.90607 0.13

---

82
Properties=species:S:1:pos:R:3:lowdin_charge:R:1 method="wB97M-V/def2-TZVPD" e_tot_ev=-67624.8842 homo_energy_ev=-4.3 homo_lumo_gap_ev=5.9633 total_charge=-1 e_lumo_ev=1.7
C 0.43784 1.84375 -0.84288 0.08
C 0.26090 0.76200 -0.35887 -0.22
N 0.19931 -0.57036 -0.04447 0.02
C 1.35766 -1.05263 0.79359 -0.23
C 1.89573 -2.36540 0.17099 -0.15
C 3.41381 -2.58053 0.30360 -0.20
C 3.81586 -3.96554 -0.28539 -0.17
C 5.34269 -3.92666 -0.62338 -0.20
N 5.57450 -4.09879 -2.08966 -0.01
C 5.17059 -2.89749 -2.79942 -0.51
C 3.97405 -3.05132 -3.73746 -0.01
O 5.75209 -1.85572 -2.68345 0.10
C 2.42539 0.02579 1.08973 -0.73
O 3.26408 0.38502 0.24418 -0.05
O 2.34775 0.52948 2.24215 -0.08
H 0.74429 2.75860 -1.29233 0.01
H 0.11825 -1.09909 -0.90247 0.10
H 0.92641 -1.31851 1.76386 0.12
H 1.41551 -3.19354 0.71815 0.11
H 1.62216 -2.51192 -0.88333 0.10
H 3.77030 -2.52165 1.33499 0.13
H 3.89640 -1.84349 -0.34449 0.10
H 3.31181 -4.10895 -1.24871 0.09
H 3.60233 -4.78467 0.40602 0.10
H 5.75533 -2.94677 -0.35204 0.11
H 5.84484 -4.74338 -0.09716 0.10
H 6.58872 -4.08964 -2.19922 0.11
H 3.21220 -2.31763 -3.45747 0.09
H 3.57220 -4.06001 -3.61904 0.07
H 4.29487 -2.88736 -4.76929 0.08
O 1.34995 7.74145 3.31080 -0.24
P 0.47203 7.01758 2.34024 0.59
O 1.50568 6.13483 1.44475 -0.21
C 2.13632 4.99395 2.06141 -0.26
C 1.15302 3.88602 2.36599 -0.07
O 0.14331 8.26974 1.32134 -0.25
C 0.48999 9.61293 1.62396 -0.29
C 1.85259 9.96112 1.05873 -0.08
O -0.86958 6.20829 1.85761 -0.21
C -1.78324 6.63304 0.84381 -0.27
C -1.22899 6.45362 -0.55233 -0.07
H 2.65487 5.31089 2.97082 0.11
H 2.88785 4.63359 1.36055 0.12
H 0.43058 4.20380 3.12897 0.07
H 1.66921 2.99740 2.73621 0.07
H 0.58278 3.61118 1.47961 0.06
H 0.43664 9.80224 2.69511 0.10
H -0.26690 10.24828 1.15433 0.11
H 2.60958 9.23894 1.36515 0.08
H 2.16744 10.95398 1.38611 0.07
H 1.82404 9.94297 -0.03228 0.07
H -2.12078 7.65233 1.02602 0.11
H -2.66660 5.99938 0.95200 0.12
H -0.27874 6.96457 -0.69138 0.07
H -1.93747 6.84418 -1.28574 0.08
H -1.05391 5.39692 -0.75975 0.08
O -1.83985 -4.09884 -0.57777 -0.22
P -3.12675 -4.84029 -0.43182 0.59
O -3.97884 -4.39176 -1.76375 -0.21
C -3.55761 -4.89274 -3.03139 -0.29
C -3.77543 -6.38984 -3.16584 -0.09
O -3.82959 -3.92892 0.72819 -0.25
C -3.12076 -2.92047 1.45656 -0.27
C -3.26153 -1.56856 0.79357 -0.07
O -4.09597 -6.12179 -0.08650 -0.22
C -5.14385 -6.12773 0.88811 -0.27
C -6.37216 -5.37226 0.43112 -0.07
H -2.50531 -4.64130 -3.19390 0.11
H -4.14388 -4.36827 -3.78610 0.12
H -3.13960 -6.94491 -2.47074 0.07
H -3.53931 -6.72254 -4.17779 0.08
H -4.80853 -6.65212 -2.93735 0.08
H -2.07639 -3.19491 1.59286 0.11
H -3.56725 -2.88147 2.45335 0.12
H -2.98945 -1.60354 -0.26132 0.07
H -2.62884 -0.83000 1.28579 0.08
H -4.30002 -1.23129 0.83627 0.07
H -4.77981 -5.77617 1.85131 0.11
H -5.41252 -7.17716 1.03240 0.12
H -6.14839 -4.34444 0.15455 0.07
H -7.11624 -5.35645 1.22948 0.08
H -6.80964 -5.84909 -0.44809 0.08

---

9
Properties=species:S:1:pos:R:3:lowdin_charge:R:1 method="wB97M-V/def2-TZVPD" e_tot_ev=-24842.5056 homo_energy_ev=-8.4 e_above_lowest_kj_mol=302.5 homo_lumo_gap_ev=8.0140 e_lumo_ev=-0.4
C 1.06502 0.30189 -0.16592 -0.62
C -0.38521 0.52672 0.30725 -0.39
C -1.60134 -0.04422 -0.23404 -0.56
S 1.07697 -1.44811 -0.45001 0.49
S -1.08559 -1.37501 0.61231 0.76
H 1.47682 0.99579 -0.89763 0.08
H 1.59775 0.25559 0.86531 0.08
H -0.44285 1.05195 1.27279 0.10
H -1.70157 -0.26461 -1.31006 0.06